Record 1
Formula: C10H16
Source: the Open Molecules 2025 dataset
Level of theory: ωB97M-V/def2-TZVPD

Cartesian coordinates (Å):
C 1.0207 2.3595 0.6352
C 1.2239 1.4102 -0.5308
C 2.0458 0.3140 -0.5291
C 1.9188 -0.6098 -1.5908
C 0.9998 -0.4083 -2.6355
C 0.4751 0.8533 -2.6982
C 0.5554 1.7992 -1.6860
H 0.9214 1.8655 1.6076
H 0.0263 2.7638 0.5977
H 1.7389 3.1965 0.6335
H 2.6604 0.0936 0.3589
H 2.4923 -1.5235 -1.5504
H 0.8589 -1.1138 -3.4349
H -0.0169 1.2701 -3.5964
H 0.0906 2.7774 -1.8860
C -1.4357 -0.0952 1.7133
C -1.6456 -1.5232 2.1666
C -1.5961 -2.4817 0.8679
H -1.6817 0.7316 2.3481
H -0.5084 0.0434 1.1522
H -2.0684 0.0061 0.7786
H -0.9062 -1.9986 2.8683
H -2.5783 -1.6102 2.6406
H -1.5065 -1.8255 -0.0099
H -0.6564 -3.0974 0.9332
H -2.4283 -3.1972 0.8464

## Properties
LUMO: 1.0237 eV
Calculated total energy: -10628.4242 eV
Energy above the lowest of the compared OMol25 structures with the same formula, charge and spin: 127.3 kJ/mol
HOMO level: -9.1 eV
HOMO-LUMO gap: 0.372 Eh

Record 2
Formula: C2H2Cl2I2
Source: the Open Molecules 2025 dataset
Level of theory: ωB97M-V/def2-TZVPD

Cartesian coordinates (Å):
C -0.3775 -0.6507 -1.2214
C 0.2311 0.7725 0.9489
Cl 0.5171 -2.1215 -0.7385
Cl 0.9666 2.3222 0.5166
I -1.6856 0.9253 1.8486
I 1.5748 -0.5974 1.7851
H 0.2182 0.0520 -1.9571
H -1.4446 -0.7025 -1.1823

## Properties
LUMO (spin up / spin down): -0.6547 / -1.1434 eV
Calculated total energy: -43348.6032 eV
Energy above the lowest of the compared OMol25 structures with the same formula, charge and spin: 355.0 kJ/mol
HOMO level (spin up / spin down): -8.4 / -8.7 eV
HOMO-LUMO gap (spin up / spin down): 0.286 / 0.277 Eh

Record 3
Formula: C4H10N2O
Source: the Open Molecules 2025 dataset
Level of theory: ωB97M-V/def2-TZVPD

Cartesian coordinates (Å):
N -1.7888 -0.8670 -0.5748
C -0.6824 -1.2050 -1.4206
C 0.7265 -1.0960 -0.8305
C 1.1242 0.3461 -0.4764
C 0.4995 0.9522 0.7473
N -0.1077 0.1487 1.6652
O 0.6408 2.1411 0.9984
H -2.5597 -0.2989 -0.8816
H -1.6900 -0.9860 0.4104
H -0.7327 -0.5244 -2.2628
H -0.7880 -2.2014 -1.7487
H 1.3250 -1.3483 -1.6829
H 0.8805 -1.7850 0.0083
H 0.8250 0.9886 -1.3160
H 2.1888 0.4694 -0.4372
H -0.1789 0.5428 2.6005
H -0.1655 -0.8354 1.6162

## Properties
LUMO: 0.8939 eV
Calculated total energy: -9337.8907 eV
Energy above the lowest of the compared OMol25 structures with the same formula, charge and spin: 105.8 kJ/mol
HOMO level: -8.7 eV
HOMO-LUMO gap: 0.354 Eh